Record 1
Here is a 7-piece molecular cluster, C26H69N3O14 overall in a non-equilibrium geometry from OMol25. Energies are from ωB97M-V/def2-TZVPD.

Its spin multiplicity is 1. As for the energy above the lowest of the compared OMol25 structures with the same formula, charge and spin: 329.6 kJ/mol. As for the LUMO energy: 0.0 eV. Its structure (SMILES) is COCCNCCOC.COCCNCCOC.COCCNCCOC.OCCO.OCCO.OCCO.OCCO. Its total energy is -2249.32116 hartree.

Last column: Mulliken charge in e.
Atoms and positions in Å:
C 3.0884 2.2559 3.5270  -0.204
O 3.3764 3.3449 2.5760  -0.483
C 2.4474 3.3009 1.4880  1.292
C 2.6314 4.5759 0.6210  -0.861
N 1.8524 4.5419 -0.6190  -0.359
C 0.4994 5.0639 -0.2960  0.070
C -0.3226 5.2319 -1.5850  -0.826
O -1.7046 5.1189 -1.2740  -0.215
C -2.4426 4.9749 -2.4420  -0.860
H 3.7224 2.2169 4.4510  0.330
H 3.1584 1.3019 3.0000  -0.004
H 2.0694 2.3149 3.9060  0.045
H 1.3954 3.2209 1.8150  -0.388
H 2.5024 2.3339 0.9480  -0.304
H 3.6474 4.5819 0.3020  0.434
H 2.3434 5.4409 1.1840  0.323
H 1.8244 3.5959 -0.9750  0.288
H 0.5084 5.9129 0.3090  0.316
H 0.0214 4.2429 0.1820  -0.151
H -0.0406 4.4709 -2.3280  0.325
H -0.0776 6.1699 -2.0090  0.400
H -3.4786 4.8999 -2.2180  0.285
H -2.2246 4.0689 -3.0540  0.304
H -2.3706 5.8309 -3.0930  0.353
C 3.3334 -5.0751 0.3560  -0.600
O 2.4284 -5.6131 -0.5650  -0.475
C 1.2744 -4.9011 -0.9240  0.838
C 0.3554 -5.8091 -1.7450  -0.568
N -0.6036 -4.8941 -2.2690  -0.612
C -1.2006 -5.5701 -3.4170  -0.750
C -1.8656 -4.6791 -4.4280  -0.405
O -1.9416 -5.2381 -5.6970  -0.455
C -2.9996 -6.1291 -5.9240  -0.591
H 4.1054 -5.8021 0.6810  0.309
H 2.7754 -4.5731 1.1400  0.259
H 3.9244 -4.2911 -0.0720  0.196
H 1.5544 -4.0541 -1.5430  -0.338
H 0.8374 -4.4691 -0.0110  -0.029
H -0.1136 -6.5451 -1.0500  0.347
H 1.0544 -6.2241 -2.4780  0.375
H -0.0006 -4.2251 -2.7920  0.432
H -1.9526 -6.2731 -3.0740  0.477
H -0.5036 -6.1911 -3.9320  0.407
H -1.2026 -3.8451 -4.4160  0.299
H -2.8046 -4.3151 -4.0540  0.260
H -3.9686 -5.6011 -6.0200  0.223
H -2.9416 -6.8531 -5.0820  0.301
H -2.8116 -6.5931 -6.8710  0.278
C -3.5166 1.3429 0.5000  -1.012
O -2.8626 1.5249 1.7770  -0.614
C -2.3116 2.8439 1.6870  -0.700
C -1.5916 3.1499 2.9990  -0.452
N -0.9536 4.4119 2.7990  0.163
C -0.3626 4.8879 3.9920  -0.871
C 0.7054 5.9179 3.6120  0.013
O 0.9214 6.6509 4.8000  -0.378
C 1.8364 7.7079 4.9010  -0.833
H -2.8786 1.3719 -0.3950  0.291
H -4.3496 2.0109 0.3390  0.413
H -3.9736 0.4149 0.5080  0.473
H -3.1816 3.4689 1.6240  0.444
H -1.6946 3.0119 0.8160  0.242
H -0.8286 2.4149 3.0740  0.163
H -2.3346 3.2289 3.7880  0.383
H -1.5676 5.0439 2.3540  0.234
H 0.0974 4.0629 4.5830  0.272
H -1.1026 5.3779 4.6950  0.360
H 0.3604 6.5589 2.7740  0.250
H 1.6134 5.4209 3.3300  0.096
H 1.7154 8.3179 4.0320  0.327
H 2.8024 7.3339 4.8600  0.334
H 1.7884 8.2619 5.8100  0.262
O 3.0534 -2.0401 -1.8930  -0.493
C 3.3414 -1.6941 -0.5120  0.322
C 3.0354 -0.2081 -0.3490  -0.849
O 3.4304 0.0939 0.9760  -0.519
H 3.6844 -1.5541 -2.4380  0.311
H 2.6714 -2.3761 0.0290  -0.446
H 4.3574 -1.8911 -0.3520  0.549
H 1.9594 0.0679 -0.3020  -0.056
H 3.5054 0.3199 -1.1340  0.853
H 4.3594 0.4189 0.9520  0.291
O -2.4296 -5.8151 -0.1530  -0.627
C -2.5446 -4.6941 0.7120  0.069
C -3.0226 -3.4701 -0.0900  0.394
O -3.3636 -2.3971 0.7240  -0.523
H -2.0786 -5.5341 -0.9270  0.241
H -3.2256 -4.9701 1.5230  0.363
H -1.5626 -4.4061 1.1140  -0.076
H -3.9196 -3.6881 -0.6810  0.386
H -2.3146 -3.2341 -0.8610  -0.408
H -2.5836 -1.8181 0.7900  0.400
O -1.2636 -0.5271 -3.8440  -0.563
C -1.4576 -1.4541 -2.8370  -0.268
C -0.1666 -1.7441 -2.1260  0.771
O 0.6264 -2.3971 -3.1260  -0.836
H -1.8236 -0.7981 -4.5680  0.406
H -2.1396 -1.0371 -2.1140  0.176
H -1.9146 -2.3501 -3.2120  -0.128
H -0.3676 -2.4041 -1.2850  -0.343
H 0.3744 -0.9881 -1.6840  0.456
H 1.3954 -2.7741 -2.7350  0.082
O -1.4006 -0.7681 1.5750  -0.567
C -0.1536 -0.6331 2.2340  0.104
C 0.7474 -1.8621 2.0210  0.440
O 2.0184 -1.5311 2.5820  -0.673
H -1.9136 0.0309 1.8020  0.400
H 0.2964 0.3089 1.8910  -0.205
H -0.3976 -0.6081 3.3190  0.242
H 0.9104 -2.0421 0.9750  -0.795
H 0.3194 -2.6911 2.4610  0.635
H 2.4624 -0.8251 2.0540  0.333

Record 2
Here is C26H69O25PbS8 as an isolated structure in a non-equilibrium geometry from OMol25. Energies are from ωB97M-V/def2-TZVPD.

Its spin multiplicity is 1. As for the energy above the lowest of the compared OMol25 structures with the same formula, charge and spin: 1384.0 kJ/mol. As for the total charge: +1. As for the LUMO energy: -6.9 eV. Its total energy is -6290.51283 hartree.

Last column: Mulliken charge in e.
Atoms and positions in Å:
Pb 1.0597 -0.2312 -0.0876  1.301
C -0.5706 4.5621 -5.3217  -0.906
C 0.1617 3.2161 -5.4044  -0.147
O 0.7788 2.7489 -4.2880  -0.544
H -1.1895 4.7574 -6.1975  0.322
H 0.0188 5.4628 -5.1499  0.282
H -1.2848 4.4655 -4.5040  0.246
H 0.8315 3.2278 -6.2642  0.245
H -0.6320 2.5471 -5.7368  0.204
O 0.5265 -5.3824 1.5157  -0.573
S 0.1684 -6.7996 1.7408  1.093
O 0.5262 -7.5195 2.9651  -0.581
O -1.5005 -6.9376 1.4697  -0.306
C -2.1525 -8.0175 2.1400  -0.294
C -3.6780 -7.9844 1.6087  -1.141
C 0.5412 -7.8666 0.2239  -0.847
H -2.0629 -7.8781 3.2173  0.340
H -1.7015 -8.9930 1.9580  0.377
H -4.1058 -7.0259 1.9027  0.288
H -4.2106 -8.8141 2.0736  0.387
H -3.7480 -8.1949 0.5415  0.304
H 1.2543 -8.6492 0.4828  0.325
H 1.1177 -7.2865 -0.4967  0.347
H -0.3721 -8.2846 -0.1995  0.278
O -1.6427 6.2928 2.2911  -0.610
S -0.2508 6.6089 1.9154  1.104
O 0.5794 5.5221 1.3589  -0.592
O -0.0921 7.9134 0.9925  -0.234
C -1.1259 8.7815 1.0857  -0.193
C -0.7137 9.9308 0.1955  -1.299
C 0.5072 7.4896 3.4506  -0.874
H -1.3973 9.1761 2.0648  0.372
H -2.0343 8.2808 0.7508  0.323
H -0.6747 9.6029 -0.8432  0.305
H 0.1964 10.4570 0.4835  0.323
H -1.4399 10.7411 0.2596  0.403
H 1.5792 7.4098 3.2701  0.328
H 0.1405 6.9531 4.3257  0.327
H 0.2374 8.5429 3.5270  0.318
O 4.1743 -0.5632 7.4387  -0.558
S 3.0429 0.3189 6.9655  1.034
O 2.5385 0.3639 5.5589  -0.553
O 1.7630 0.1574 8.0500  -0.264
C 1.9238 0.2586 9.4128  -0.217
C 1.4700 1.6570 9.8118  -1.101
C 3.5329 2.1450 7.2902  -0.932
H 2.9682 0.1411 9.7015  0.342
H 1.2223 -0.2759 10.0533  0.298
H 0.4157 1.8479 9.6120  0.299
H 2.0298 2.4988 9.4043  0.264
H 1.5177 1.8460 10.8842  0.381
H 2.6011 2.7007 7.1857  0.327
H 4.3582 2.3475 6.6076  0.388
H 3.8801 2.2024 8.3218  0.291
O 6.4973 2.5796 -0.3247  -0.565
S 7.3351 3.7515 -0.2429  1.076
O 7.4926 4.5399 1.0055  -0.591
O 8.7973 3.3538 -0.8563  -0.288
C 9.9703 4.0740 -0.4860  -0.153
C 11.1889 3.7153 -1.4184  -1.247
C 6.9027 4.9091 -1.6722  -0.861
H 10.1757 3.9887 0.5811  0.334
H 9.7959 5.1478 -0.5535  0.315
H 11.3366 2.6585 -1.6404  0.352
H 12.1686 3.9636 -1.0103  0.353
H 11.0263 3.9030 -2.4797  0.311
H 5.9846 5.3599 -1.2953  0.340
H 6.7082 4.3843 -2.6075  0.317
H 7.6563 5.6912 -1.7642  0.307
O 3.9182 -2.2808 -3.9639  -0.583
S 4.9046 -2.6489 -5.0010  1.071
O 5.8758 -3.6548 -4.6283  -0.579
O 4.2435 -3.1343 -6.4834  -0.264
C 3.4023 -2.2081 -7.0857  0.044
C 2.9744 -2.8587 -8.3854  -1.393
C 5.8923 -1.1734 -5.5742  -0.935
H 3.8290 -1.2080 -7.1622  0.217
H 2.5096 -2.0730 -6.4749  0.285
H 2.3733 -2.1412 -8.9439  0.407
H 2.3909 -3.7759 -8.3053  0.307
H 3.7321 -3.0424 -9.1471  0.356
H 5.2187 -0.3969 -5.9367  0.362
H 6.4871 -1.4948 -6.4292  0.340
H 6.5017 -0.9310 -4.7035  0.367
O -2.1237 -1.9635 4.5302  -0.552
S -2.8707 -2.5210 5.6576  1.064
O -4.1337 -3.2859 5.5109  -0.581
O -1.8503 -3.4658 6.5881  -0.250
C -2.3908 -4.2905 7.6390  -0.181
C -1.2461 -5.0986 8.3598  -1.138
C -2.9609 -1.0384 6.8421  -0.809
H -2.9572 -5.1342 7.2448  0.242
H -2.9696 -3.7446 8.3840  0.362
H -0.4273 -4.4331 8.6333  0.298
H -0.9200 -5.8444 7.6348  0.275
H -1.4993 -5.5749 9.3069  0.372
H -3.0988 -1.4654 7.8354  0.265
H -3.7715 -0.3568 6.5842  0.353
H -2.0941 -0.3798 6.7881  0.280
O -4.9868 1.0191 -1.3387  -0.569
S -6.2937 1.7177 -1.3164  1.018
O -6.4403 3.1672 -1.5301  -0.583
O -7.2087 0.9361 -2.4350  -0.249
C -7.9154 1.6890 -3.4103  -0.171
C -8.6701 0.5738 -4.1941  -1.171
C -7.4041 1.1504 0.0761  -0.858
H -7.2402 2.2584 -4.0490  0.312
H -8.6706 2.2583 -2.8683  0.328
H -7.9415 0.0757 -4.8337  0.267
H -9.4928 1.0169 -4.7553  0.384
H -9.1696 -0.1248 -3.5229  0.318
H -7.2242 1.6891 1.0064  0.358
H -7.3056 0.0689 0.1699  0.315
H -8.4396 1.3802 -0.1748  0.301
O -2.6109 -5.4738 -5.0745  -0.632
S -2.9101 -4.0758 -4.7352  1.190
O -1.9774 -3.2726 -3.9526  -0.607
O -3.1007 -3.2122 -6.1306  -0.268
C -3.8952 -3.7937 -7.1067  -0.215
C -4.1509 -2.8206 -8.2317  -1.228
C -4.5784 -4.0444 -4.1038  -0.978
H -4.8633 -4.1151 -6.7224  0.328
H -3.5935 -4.7655 -7.4973  0.348
H -3.1444 -2.5918 -8.5817  0.305
H -4.6877 -1.9370 -7.8865  0.287
H -4.6535 -3.3226 -9.0585  0.374
H -4.3848 -3.9738 -3.0335  0.402
H -4.9041 -5.0662 -4.2990  0.363
H -5.2006 -3.2837 -4.5753  0.330

Record 3
Here is a 9-piece molecular cluster, C26H69O25S8 overall in a non-equilibrium geometry from OMol25. Energies are from ωB97M-V/def2-TZVPD.

Its spin multiplicity is 1. As for the energy above the lowest of the compared OMol25 structures with the same formula, charge and spin: 410.5 kJ/mol. As for the total charge: -1. As for the LUMO energy: 2.1 eV. Its total energy is -6098.33791 hartree.

Last column: Mulliken charge in e.
Atoms and positions in Å:
C 0.5174 -2.1958 1.0476  -1.072
C 0.5429 -0.7200 1.2515  1.547
O 0.8385 0.1688 0.2452  -0.356
H -0.1776 -2.4539 0.2486  0.046
H 0.1737 -2.8411 1.8561  0.352
H 1.5193 -2.4715 0.7184  0.293
H 1.0838 -0.4462 2.1573  -0.602
H -0.4404 -0.4789 1.6554  -0.850
O -1.2791 4.2414 2.6504  -0.544
S -1.3623 4.6445 1.2384  1.121
O -2.0707 5.8656 0.9347  -0.681
O 0.1574 4.7729 0.6290  -0.365
C 1.1809 4.0646 1.2558  0.254
C 2.2907 3.9690 0.2085  -0.987
C -1.8399 3.2092 0.2101  -0.376
H 0.7612 3.1436 1.6605  0.024
H 1.6136 4.6106 2.0940  0.263
H 2.7343 4.9531 0.0576  0.414
H 1.8913 3.5228 -0.7023  0.023
H 3.1041 3.3001 0.4896  0.276
H -1.1102 2.4301 0.4303  -0.337
H -1.6725 3.4362 -0.8428  0.429
H -2.8297 2.7820 0.3714  0.459
O -4.0955 0.4398 4.8061  -0.706
S -3.5614 1.2319 3.7304  1.020
O -3.7945 0.7723 2.3393  -0.552
O -4.0420 2.7925 3.7747  -0.113
C -4.3053 3.3757 5.0425  -0.234
C -4.4480 4.8696 4.7418  -1.046
C -1.7264 1.5002 3.8883  -0.583
H -3.5554 3.2037 5.8147  0.342
H -5.2216 3.0337 5.5238  0.297
H -3.6447 5.0670 4.0320  0.176
H -4.3461 5.5864 5.5565  0.373
H -5.4301 5.1681 4.3750  0.305
H -1.3604 1.4873 2.8616  -0.290
H -1.3135 0.6314 4.4009  0.507
H -1.3827 2.3603 4.4629  0.553
O 3.1859 -0.4509 5.4847  -0.672
S 2.8647 0.7437 4.7323  1.014
O 1.4819 1.2512 4.7669  -0.449
O 3.8559 1.9382 5.2728  -0.352
C 5.1691 1.5889 5.6812  -0.323
C 6.1344 2.5798 4.9834  -1.097
C 3.4645 0.6340 2.9662  -0.852
H 5.3856 0.5277 5.5589  0.354
H 5.3245 1.7621 6.7461  0.380
H 6.7068 2.0986 4.1903  0.279
H 6.8568 2.9022 5.7333  0.386
H 5.6124 3.5196 4.8034  0.289
H 2.8450 1.2246 2.2913  0.110
H 3.3998 -0.4231 2.7084  0.399
H 4.5450 0.7314 2.8606  0.508
O 1.3942 2.7360 -4.8348  -0.629
S 0.1722 2.6320 -4.0148  1.140
O -0.3197 3.7345 -3.2604  -0.599
O -1.1557 1.9849 -4.7782  -0.249
C -0.8901 1.1422 -5.8866  0.016
C -1.2408 1.8668 -7.2444  -1.451
C 0.4737 1.1771 -2.8818  0.991
H -1.5799 0.3007 -5.8222  0.215
H 0.1216 0.7429 -5.8152  0.352
H -1.4468 1.1482 -8.0376  0.426
H -0.4303 2.4938 -7.6160  0.306
H -2.1691 2.4348 -7.1834  0.330
H 1.3465 1.5294 -2.3323  0.228
H 0.5167 0.2949 -3.5206  -0.759
H -0.4449 0.9832 -2.3279  -0.400
O 3.0929 -1.3470 -4.3433  -0.678
S 1.8071 -2.0676 -4.1250  1.343
O 0.6254 -1.7032 -4.8628  -0.624
O 2.0713 -3.6233 -4.6720  -0.368
C 0.9713 -4.4929 -4.6465  0.100
C 1.4825 -5.7677 -5.2837  -1.394
C 1.4174 -2.3811 -2.2550  -0.805
H 0.1990 -4.0754 -5.2925  0.228
H 0.5876 -4.6367 -3.6364  0.250
H 2.1768 -5.6112 -6.1093  0.338
H 0.5996 -6.3464 -5.5552  0.382
H 2.0232 -6.2914 -4.4953  0.311
H 1.2955 -1.3808 -1.8393  -0.159
H 2.1213 -3.0514 -1.7617  0.554
H 0.4873 -2.9486 -2.2843  0.449
O -1.9330 -2.2757 -2.7082  -0.636
S -2.8064 -1.1119 -2.5418  1.327
O -2.8529 -0.0973 -3.5893  -0.699
O -4.2902 -1.8188 -2.4892  -0.435
C -4.4993 -2.8607 -1.6099  0.312
C -5.1681 -3.9086 -2.5199  -1.510
C -2.7398 -0.3704 -0.8629  0.250
H -5.1923 -2.5188 -0.8412  0.134
H -3.6037 -3.3514 -1.2286  0.273
H -4.4363 -4.3910 -3.1679  0.289
H -5.9943 -3.5285 -3.1208  0.346
H -5.5921 -4.6828 -1.8804  0.409
H -3.6096 0.2603 -0.6789  0.480
H -1.8519 0.2563 -0.7794  -0.463
H -2.5922 -1.2056 -0.1783  -0.264
O 5.5859 1.0427 0.3886  -0.580
S 5.3299 0.7553 -1.0548  1.111
O 4.9805 1.8138 -1.9803  -0.600
O 6.7320 -0.0401 -1.5659  -0.362
C 6.9778 -0.0828 -2.9574  -0.084
C 8.0499 -1.1272 -3.3800  -1.271
C 4.1526 -0.6557 -1.2544  -0.544
H 7.3007 0.9369 -3.1672  0.331
H 6.0920 -0.2344 -3.5743  0.294
H 8.9675 -1.0740 -2.7942  0.315
H 8.4028 -1.0268 -4.4065  0.361
H 7.5592 -2.0823 -3.1931  0.295
H 3.1405 -0.2733 -1.3875  -0.043
H 4.4117 -1.3413 -0.4476  0.386
H 4.5495 -1.1208 -2.1568  0.417
O -4.2823 -4.6084 3.4097  -0.679
S -3.6476 -3.6823 2.4722  1.150
O -2.9282 -4.2584 1.3801  -0.589
O -4.7565 -2.6292 1.8575  -0.042
C -5.7724 -2.1165 2.7060  -0.139
C -6.7681 -3.2274 2.9716  -1.369
C -2.6206 -2.3490 3.3839  -0.772
H -6.1033 -1.2232 2.1763  0.319
H -5.4149 -1.8466 3.6997  0.237
H -6.9156 -3.8683 2.1023  0.297
H -7.7508 -2.8911 3.3020  0.391
H -6.4486 -3.9752 3.6975  0.365
H -2.9903 -2.2401 4.4035  0.466
H -2.6202 -1.4150 2.8220  -0.169
H -1.5876 -2.6867 3.4671  0.495